Entry 1:
Entry from the OMol25 dataset: an isolated molecule of C2H9N3O (the ωB97M-V functional and the def2-TZVPD basis).

```
! wB97M-V def2-TZVPD RIJCOSX def2/J DEFGRID3
* xyz 0 1
N -0.249 0.282 -1.510
C 0.118 0.278 -0.160
N 1.503 0.268 -0.002
N -0.568 1.539 0.565
C -0.605 -0.713 0.718
O -0.004 -2.092 0.248
H -0.928 -0.405 -1.817
H 0.368 0.634 -2.230
H 2.107 0.959 -0.429
H 1.911 -0.603 0.326
H -0.027 1.979 1.303
H -1.146 2.107 -0.046
H -1.675 -0.779 0.537
H -0.330 -0.659 1.768
H -0.475 -2.794 0.729
*
```

Results
energy relative to the best compared isomer or geometry (same formula, charge and spin) = 177.93 kJ/mol
gap between HOMO and LUMO = 9.5338 eV
structure (SMILES) = NC(N)(N)CO

=====

Entry 2:
Entry from the OMol25 dataset: a structure of composition C29H28AsBr2MgO2 (the ωB97M-V functional and the def2-TZVPD basis).

```
! wB97M-V def2-TZVPD RIJCOSX def2/J DEFGRID3
* xyz 1 1
Mg 0.871 -0.027 0.041
Br -1.845 -0.512 1.298
C -2.476 -0.689 -0.519
Br -1.631 0.601 -1.663
H -3.553 -0.524 -0.535
H -2.187 -1.676 -0.869
C 3.055 6.411 1.726
C 3.795 5.239 1.735
C 3.166 4.017 1.562
C 1.786 3.964 1.386
C 1.051 5.143 1.361
C 1.686 6.363 1.528
As 0.904 2.191 1.371
C -0.952 2.779 1.462
C -1.798 2.654 2.556
C -3.114 3.085 2.458
C -3.588 3.641 1.280
C -2.742 3.786 0.191
C -1.434 3.350 0.284
C 1.480 1.618 3.133
C 2.316 0.509 3.210
C 2.832 0.102 4.429
C 2.507 0.798 5.579
C 1.695 1.920 5.505
C 1.200 2.349 4.286
H 3.545 7.361 1.869
H 4.864 5.279 1.883
H 3.747 3.097 1.573
H -0.023 5.115 1.223
H 1.106 7.273 1.514
H -1.441 2.198 3.475
H -3.771 2.980 3.308
H -4.615 3.962 1.202
H -3.098 4.232 -0.724
H -0.766 3.449 -0.571
H 2.570 -0.039 2.308
H 3.490 -0.753 4.478
H 2.902 0.480 6.531
H 1.456 2.460 6.408
H 0.604 3.256 4.218
C -2.879 -5.223 3.652
C -1.824 -4.654 2.762
C -1.963 -4.639 1.381
C -1.043 -4.017 0.552
C -1.251 -4.181 -0.927
C 0.056 -3.340 1.129
C 0.316 -3.533 2.507
C 1.596 -3.166 3.186
C -0.644 -4.151 3.290
C 0.711 -2.230 0.410
O 1.645 -1.558 0.922
O 0.175 -1.741 -0.624
H -3.811 -5.364 3.113
H -3.056 -4.567 4.502
H -2.562 -6.189 4.044
H -2.820 -5.121 0.937
H -2.302 -4.046 -1.189
H -0.986 -5.206 -1.190
H -0.631 -3.519 -1.523
H 2.117 -2.352 2.700
H 2.248 -4.038 3.159
H 1.416 -2.910 4.228
H -0.459 -4.237 4.350
*
```

Results
gap between HOMO and LUMO = 8.3832 eV

=====

Entry 3:
Entry from the OMol25 dataset: a cluster of 2 separate species, C5H11NO in total (the ωB97M-V functional and the def2-TZVPD basis).

```
! wB97M-V def2-TZVPD RIJCOSX def2/J DEFGRID3
* xyz 0 1
C -1.207 0.449 1.524
C 0.058 0.351 1.115
C 0.881 1.522 0.659
N 0.715 -0.906 1.174
C 1.624 -1.397 0.276
O 2.069 -0.816 -0.691
H -1.705 1.411 1.552
H -1.780 -0.421 1.837
H 0.284 2.436 0.715
H 1.763 1.635 1.299
H 1.236 1.376 -0.363
H 0.336 -1.576 1.827
H 1.930 -2.426 0.542
C -1.241 -0.329 -2.294
H -1.196 0.316 -3.174
H -0.403 -1.029 -2.316
H -2.189 -0.872 -2.295
H -1.176 0.277 -1.389
*
```

Results
energy relative to the best compared isomer or geometry (same formula, charge and spin) = 99.25 kJ/mol
gap between HOMO and LUMO = 9.9030 eV
structure (SMILES) = C=C(C)NC=O.C

=====

Number 1: energy -8736.596 eV. Number 2: energy -240987.355 eV. Number 3: energy -8900.669 eV.